Record 1
Computed, not measured: a molecular structure, C25H20BrN7O2Pt, with ωB97M-V/def2-TZVPD.

Properties
Kohn-Sham gap = 6.81 eV
Spin multiplicity = 1
Strongest force on any atom = 0.05485 hartree/bohr
Charge = +2
HOMO energy = -0.517 Eh
Energy = -4191.3109 hartree
ΔE to the lowest compared entry with this formula, charge and spin = 145.38 kJ/mol

Atoms and positions in Å:
Pt: -0.33 -0.17 -0.09
C: -1.59 -0.47 3.98
C: -0.67 0.33 4.67
C: 0.47 0.74 4.02
C: 0.69 0.41 2.67
N: -0.29 -0.22 1.97
C: -1.36 -0.71 2.65
N: 1.96 0.66 2.21
C: 2.38 0.36 1.03
N: 1.64 0.06 -0.07
C: 2.44 -0.41 -1.08
N: 2.08 -0.82 -2.25
C: 0.87 -0.50 -2.81
C: 0.80 -0.65 -4.20
C: -0.27 -0.17 -4.91
C: -1.27 0.52 -4.22
C: -1.19 0.58 -2.86
N: -0.19 0.02 -2.14
C: 3.83 -0.33 -0.61
C: 5.02 -0.64 -1.24
C: 6.19 -0.40 -0.52
C: 6.16 0.14 0.76
C: 4.95 0.45 1.39
C: 3.80 0.20 0.67
H: -2.45 -0.90 4.46
H: -0.83 0.58 5.71
H: 1.25 1.29 4.53
H: -2.01 -1.37 2.10
H: 1.64 -1.12 -4.69
H: -0.31 -0.27 -5.98
H: -2.09 1.00 -4.74
H: -1.93 1.13 -2.30
H: 5.04 -1.06 -2.23
H: 7.15 -0.63 -0.97
H: 7.09 0.32 1.28
H: 4.92 0.87 2.38
N: -2.37 -0.05 -0.10
C: -2.20 1.24 0.31
C: 0.16 3.97 0.67
O: -0.18 5.01 1.01
O: 0.47 2.90 0.32
H: -2.76 -0.19 -1.03
H: -2.85 -0.70 0.52
H: -2.12 1.43 1.37
H: -2.15 2.02 -0.43
Br: -2.06 -2.78 -2.08
C: -0.62 -3.35 -0.99
C: -0.25 -4.68 -1.07
C: 0.77 -5.12 -0.25
C: 1.38 -4.23 0.62
C: 0.95 -2.92 0.62
N: -0.03 -2.47 -0.18
H: -0.76 -5.34 -1.75
H: 1.09 -6.16 -0.29
H: 2.17 -4.53 1.28
H: 1.41 -2.19 1.27


Record 2
Computed, not measured: 11 unconnected molecules or ions with the total composition C44H62N8O14, with ωB97M-V/def2-TZVPD.

Properties
Kohn-Sham gap = 8.07 eV
Spin multiplicity = 1
Strongest force on any atom = 0.06610 hartree/bohr
SMILES = O=[N+]([O-])c1ccccc1.O=[N+]([O-])c1ccccc1.O=[N+]([O-])c1ccccc1.O=[N+]([O-])c1ccccc1.COCCOC.COCCOC.COCCOC.CC#N.CC#N.CC#N.CC#N
HOMO energy = -0.341 Eh
Energy = -3204.6157 hartree

Atoms and positions in Å:
O: -1.16 3.60 0.47
N: -1.29 4.80 0.68
O: -2.35 5.42 0.58
C: -0.10 5.56 1.19
C: 1.14 4.94 1.21
C: 2.22 5.59 1.74
C: 2.13 6.91 2.20
C: 0.86 7.53 2.15
C: -0.27 6.88 1.63
H: 1.27 3.90 0.95
H: 3.19 5.12 1.75
H: 3.00 7.40 2.62
H: 0.75 8.52 2.57
H: -1.18 7.44 1.74
O: -1.96 -6.28 2.67
N: -1.55 -5.21 2.23
O: -2.21 -4.20 2.10
C: -0.16 -5.14 1.74
C: 0.45 -3.90 1.40
C: 1.68 -3.76 0.85
C: 2.38 -4.93 0.54
C: 1.87 -6.22 0.84
C: 0.59 -6.30 1.45
H: -0.08 -2.96 1.53
H: 2.24 -2.85 0.69
H: 3.35 -4.80 0.08
H: 2.37 -7.14 0.59
H: 0.13 -7.25 1.67
O: -0.90 -1.50 3.71
N: -1.68 -0.85 4.46
O: -2.44 -1.33 5.27
C: -1.67 0.66 4.30
C: -0.68 1.36 3.60
C: -0.62 2.78 3.69
C: -1.59 3.47 4.33
C: -2.64 2.86 4.92
C: -2.65 1.47 4.94
H: 0.06 0.84 3.01
H: 0.15 3.34 3.18
H: -1.42 4.53 4.43
H: -3.41 3.47 5.37
H: -3.40 0.95 5.51
O: 4.93 1.07 -0.77
N: 4.00 1.72 -1.22
O: 4.03 2.57 -2.10
C: 2.64 1.28 -0.84
C: 2.50 0.25 0.10
C: 1.29 -0.18 0.52
C: 0.13 0.36 -0.05
C: 0.24 1.36 -1.04
C: 1.49 1.84 -1.38
H: 3.31 -0.25 0.62
H: 1.25 -1.02 1.21
H: -0.83 -0.04 0.21
H: -0.63 1.75 -1.55
H: 1.52 2.55 -2.19
C: 0.82 -3.90 -3.82
O: 0.62 -2.61 -4.40
C: 1.38 -1.57 -3.77
C: 0.97 -0.28 -4.51
O: 1.27 -0.27 -5.94
C: 0.95 0.97 -6.55
H: 0.08 -4.54 -4.30
H: 0.57 -3.95 -2.76
H: 1.87 -4.21 -3.84
H: 2.46 -1.75 -3.77
H: 0.97 -1.57 -2.76
H: 1.60 0.48 -4.05
H: -0.05 0.03 -4.31
H: -0.11 1.17 -6.46
H: 1.23 0.85 -7.60
H: 1.51 1.81 -6.14
C: -6.45 1.81 0.40
O: -5.17 2.41 0.56
C: -4.31 1.75 1.48
C: -3.81 0.34 1.13
O: -4.92 -0.61 1.26
C: -5.19 -0.98 2.62
H: -6.42 0.99 -0.32
H: -7.13 2.59 0.05
H: -6.96 1.46 1.29
H: -4.73 1.78 2.48
H: -3.40 2.34 1.53
H: -2.96 0.07 1.75
H: -3.51 0.40 0.09
H: -4.37 -1.46 3.15
H: -5.99 -1.72 2.60
H: -5.49 -0.09 3.16
C: -2.21 -5.58 -1.35
O: -2.30 -4.46 -2.26
C: -2.22 -3.21 -1.66
C: -2.73 -2.07 -2.60
O: -2.43 -0.80 -2.02
C: -2.84 0.21 -2.88
H: -2.81 -5.40 -0.46
H: -1.21 -5.62 -0.93
H: -2.37 -6.52 -1.89
H: -1.22 -3.00 -1.29
H: -2.86 -3.22 -0.78
H: -3.82 -2.06 -2.69
H: -2.33 -2.20 -3.60
H: -2.64 1.22 -2.50
H: -3.90 0.15 -3.13
H: -2.29 0.12 -3.81
C: 5.56 -1.97 0.19
C: 6.30 -3.24 0.28
N: 6.96 -4.18 0.31
H: 4.68 -2.09 -0.44
H: 6.24 -1.16 -0.06
H: 5.24 -1.86 1.22
C: 6.08 1.35 -3.63
C: 6.52 0.10 -3.03
N: 6.88 -0.91 -2.55
H: 6.67 1.54 -4.53
H: 6.29 2.16 -2.93
H: 5.03 1.31 -3.93
C: 4.70 -2.24 5.26
C: 4.04 -1.86 4.03
N: 3.54 -1.58 3.03
H: 4.02 -1.98 6.08
H: 5.63 -1.69 5.41
H: 5.01 -3.28 5.31
C: -2.88 4.30 -2.50
C: -1.73 3.66 -3.22
N: -0.85 3.23 -3.81
H: -3.74 4.40 -3.16
H: -2.62 5.24 -2.03
H: -3.01 3.49 -1.78


Record 3
Computed, not measured: a molecular structure, C35H40O5P2S2V, with ωB97M-V/def2-TZVPD.

Properties
Kohn-Sham gap (spin up / spin down) = 6.68 / 6.87 eV
Spin multiplicity = 4
Strongest force on any atom = 0.03149 hartree/bohr
HOMO energy (spin up / spin down) = -0.239 / -0.246 Eh
Energy = -4156.9654 hartree
ΔE to the lowest compared entry with this formula, charge and spin = 0.00 kJ/mol

Atoms and positions in Å:
V: 0.19 0.62 -0.40
C: 2.10 -0.91 -2.16
C: 1.68 -2.16 -1.41
O: 0.72 -1.82 -0.41
C: -0.28 -2.80 -0.14
C: -1.61 -2.36 -0.69
O: -1.97 -1.09 -0.20
C: -2.83 -0.99 0.92
C: -2.13 -1.26 2.26
O: -0.73 -1.10 2.12
C: -0.13 -0.12 2.95
C: 1.34 -0.17 2.68
O: 1.63 0.35 1.37
C: 2.91 -0.10 0.91
C: 3.16 0.53 -0.43
O: 2.08 0.26 -1.34
H: 1.39 -0.70 -2.95
H: 3.09 -1.04 -2.60
H: 2.53 -2.65 -0.92
H: 1.26 -2.86 -2.13
H: -0.34 -2.90 0.94
H: 0.01 -3.77 -0.57
H: -2.38 -3.11 -0.45
H: -1.55 -2.26 -1.78
H: -3.68 -1.66 0.80
H: -3.18 0.04 0.89
H: -2.32 -2.28 2.62
H: -2.52 -0.56 3.00
H: -0.31 -0.32 4.01
H: -0.53 0.86 2.71
H: 1.65 -1.22 2.71
H: 1.90 0.39 3.42
H: 2.91 -1.19 0.87
H: 3.69 0.22 1.60
H: 4.11 0.20 -0.85
H: 3.16 1.61 -0.32
S: 1.86 3.99 0.69
P: -0.09 3.64 0.88
C: -0.84 2.37 -0.05
P: -0.91 2.59 -1.77
S: -0.99 0.72 -2.57
C: 0.47 3.50 -2.59
C: 1.29 2.86 -3.51
C: 2.32 3.56 -4.15
C: 2.53 4.90 -3.87
C: 1.72 5.54 -2.95
C: 0.70 4.85 -2.31
C: -2.41 3.46 -2.39
C: -3.63 2.87 -2.02
C: -4.84 3.44 -2.39
C: -4.85 4.61 -3.14
C: -3.66 5.19 -3.53
C: -2.44 4.61 -3.16
C: -0.44 3.25 2.66
C: 0.61 3.06 3.56
C: 0.35 2.76 4.90
C: -0.96 2.65 5.35
C: -2.01 2.85 4.46
C: -1.75 3.15 3.12
C: -1.03 5.21 0.72
C: -0.39 6.44 0.93
C: -1.12 7.62 0.86
C: -2.48 7.59 0.58
C: -3.11 6.38 0.37
C: -2.39 5.19 0.44
H: 1.12 1.82 -3.74
H: 2.95 3.05 -4.87
H: 3.33 5.44 -4.37
H: 1.89 6.59 -2.71
H: 0.09 5.37 -1.58
H: -3.61 1.96 -1.43
H: -5.77 2.97 -2.09
H: -5.79 5.06 -3.43
H: -3.66 6.10 -4.12
H: -1.52 5.08 -3.48
H: 1.62 3.17 3.20
H: 1.18 2.62 5.59
H: -1.16 2.43 6.39
H: -3.03 2.78 4.80
H: -2.57 3.29 2.44
H: 0.67 6.45 1.13
H: -0.62 8.57 1.02
H: -3.04 8.52 0.52
H: -4.17 6.35 0.14
H: -2.88 4.24 0.27


Record 4
Computed, not measured: C16H21F9N2O8S2 in the gas phase, with ωB97M-V/def2-TZVPD.

Properties
Kohn-Sham gap = 10.38 eV
Spin multiplicity = 1
Strongest force on any atom = 0.03834 hartree/bohr
HOMO energy = -0.370 Eh
Energy = -3028.7796 hartree
ΔE to the lowest compared entry with this formula, charge and spin = 45.82 kJ/mol

Atoms and positions in Å:
C: -0.79 -5.31 1.55
O: -0.66 -4.00 1.08
C: -0.46 -3.91 -0.32
C: 0.87 -3.21 -0.63
C: 0.72 -1.70 -0.83
C: 1.68 -0.85 0.03
N: 3.08 -1.22 -0.25
C: 1.40 -1.26 1.49
O: 1.66 -0.20 2.44
S: 0.38 0.72 2.81
O: 0.93 2.04 2.84
O: -0.44 0.57 1.38
C: 0.13 1.21 0.25
S: -1.20 1.23 -1.02
O: -1.38 2.59 -1.43
O: -1.07 0.26 -2.06
C: -2.78 0.78 -0.12
F: -3.68 0.66 -1.10
F: -2.66 -0.41 0.48
C: -3.21 1.85 0.95
F: -3.54 1.20 2.08
F: -2.18 2.66 1.24
C: -4.42 2.73 0.53
F: -4.38 3.84 1.32
F: -4.32 3.13 -0.74
C: -5.81 2.08 0.80
F: -5.84 0.79 0.44
F: -6.10 2.16 2.12
F: -6.74 2.77 0.12
C: 1.50 0.65 -0.17
N: 1.78 1.13 -1.53
C: 3.05 0.67 -2.10
C: 4.36 1.17 -1.51
O: 3.04 -0.09 -3.05
C: 1.79 2.60 -1.68
C: 2.22 3.52 -0.56
O: 1.51 3.06 -2.77
H: -0.74 -5.29 2.63
H: -1.75 -5.75 1.26
H: 0.00 -5.96 1.18
H: -0.43 -4.90 -0.75
H: -1.27 -3.37 -0.79
H: 1.57 -3.50 0.14
H: 1.23 -3.65 -1.55
H: -0.29 -1.41 -0.57
H: 0.92 -1.45 -1.86
H: 3.31 -2.10 0.17
H: 3.17 -1.38 -1.24
H: 0.41 -1.68 1.62
H: 2.08 -2.05 1.78
H: 0.25 2.26 0.51
H: 2.19 1.12 0.53
H: 4.18 1.72 -0.60
H: 4.96 0.30 -1.33
H: 4.83 1.79 -2.26
H: 3.22 3.87 -0.78
H: 2.15 3.12 0.45
H: 1.57 4.38 -0.61


Record 5
Computed, not measured: a molecular structure, C6H6CsFNaO6, with ωB97M-V/def2-TZVPD.

Properties
Kohn-Sham gap (spin up / spin down) = 2.71 / 5.57 eV
Spin multiplicity = 2
Strongest force on any atom = 0.06643 hartree/bohr
HOMO energy (spin up / spin down) = -0.136 / -0.240 Eh
Energy = -965.8601 hartree

Atoms and positions in Å:
H: -0.27 -0.19 1.30
O: -0.37 -2.10 -1.26
O: -1.84 -0.64 -1.94
O: -0.02 -1.03 -3.19
C: -1.13 -1.68 -0.04
C: -2.34 -1.10 -0.69
C: -0.73 -1.32 -2.22
H: -1.36 -2.61 0.50
F: -3.37 -2.02 -1.02
H: -2.85 -0.29 -0.18
Na: 1.44 -2.84 -3.82
H: 1.57 1.17 3.70
O: 2.27 2.02 1.93
O: 0.31 1.97 1.01
O: 2.02 2.74 -0.18
C: 1.59 0.94 2.63
C: 0.21 0.88 1.99
C: 1.55 2.37 0.88
H: 2.19 0.04 2.47
H: -0.55 1.23 2.69
Cs: 1.67 2.45 -4.55


Record 6
Computed, not measured: a molecular structure, C41H40F5N10NaO3, with ωB97M-V/def2-TZVPD.

Properties
Kohn-Sham gap = 2.94 eV
Spin multiplicity = 1
Strongest force on any atom = 0.02858 hartree/bohr
HOMO energy = -0.176 Eh
Energy = -3021.1610 hartree
ΔE to the lowest compared entry with this formula, charge and spin = 213.48 kJ/mol

Atoms and positions in Å:
Na: 0.42 -2.01 -0.99
C: -1.67 -4.79 0.17
N: -0.43 -4.40 -0.48
C: 0.71 -4.71 0.38
C: -0.32 -5.08 -1.79
C: 0.83 -4.60 -2.67
N: 0.70 -3.16 -2.84
C: 1.58 -2.46 -3.55
C: 1.50 -1.03 -3.49
F: 0.60 -0.47 -2.62
C: 2.30 -0.19 -4.23
F: 2.14 1.14 -4.08
C: 3.25 -0.66 -5.11
C: 3.37 -2.04 -5.18
F: 4.27 -2.57 -6.02
C: 2.59 -2.91 -4.45
F: 2.80 -4.23 -4.61
H: -1.69 -5.86 0.42
H: -2.52 -4.56 -0.48
H: -1.80 -4.21 1.09
H: 0.85 -5.80 0.53
H: 0.54 -4.25 1.36
H: 1.63 -4.29 -0.03
H: -1.26 -4.87 -2.32
H: -0.24 -6.17 -1.65
H: 0.76 -5.16 -3.60
H: 1.79 -4.87 -2.21
H: 3.88 0.00 -5.70
N: -2.23 -2.18 -5.46
C: -1.80 -1.36 -4.46
N: -2.34 -1.27 -3.30
C: -3.41 -2.10 -3.01
N: -3.83 -2.24 -1.82
N: -3.14 -1.89 -0.73
C: -3.42 -0.87 -0.04
C: -2.82 -0.65 1.30
C: -3.17 0.49 2.02
C: -2.60 0.71 3.27
C: -1.70 -0.22 3.77
C: -1.44 -1.34 3.00
N: -1.99 -1.57 1.81
C: -4.09 -2.81 -4.11
C: -5.34 -3.42 -3.98
C: -5.92 -4.07 -5.06
C: -5.23 -4.15 -6.27
C: -4.00 -3.54 -6.41
C: -3.44 -2.86 -5.34
H: -1.72 -2.22 -6.32
H: -0.94 -0.74 -4.70
H: -4.13 -0.11 -0.39
H: -3.88 1.19 1.60
H: -2.86 1.59 3.84
H: -1.22 -0.08 4.73
H: -0.76 -2.11 3.36
H: -5.85 -3.36 -3.03
H: -6.90 -4.53 -4.96
H: -5.67 -4.67 -7.11
H: -3.47 -3.59 -7.36
F: -1.41 4.20 1.18
C: -0.27 3.56 1.54
C: -0.02 2.32 1.03
C: 1.15 1.65 1.35
C: 1.34 0.27 0.83
O: 0.41 -0.30 0.28
C: 2.67 -0.27 1.05
C: 3.54 0.43 1.80
N: 3.29 1.63 2.42
C: 4.31 2.27 3.20
C: 5.17 1.44 4.09
C: 4.14 2.35 4.70
C: 2.10 2.28 2.16
C: 1.81 3.53 2.70
C: 0.63 4.19 2.40
N: 0.38 5.45 3.02
C: -0.95 6.03 3.04
C: -0.94 7.16 4.11
N: 0.26 6.92 4.98
C: 1.51 7.24 4.22
C: 1.39 6.50 2.86
C: 3.19 -1.60 0.46
O: 4.31 -1.96 0.87
O: 2.41 -2.13 -0.38
H: -0.72 1.84 0.36
H: 4.53 0.00 1.95
H: 4.78 3.12 2.72
H: 6.21 1.73 4.18
H: 5.00 0.38 4.12
H: 4.46 3.24 5.22
H: 3.25 1.88 5.11
H: 2.52 4.01 3.37
H: -1.67 5.26 3.31
H: -1.26 6.46 2.09
H: -1.84 7.14 4.72
H: -0.84 8.15 3.67
H: 0.29 5.91 5.13
H: 0.21 7.41 5.87
H: 2.36 6.89 4.80
H: 1.58 8.31 4.10
H: 2.34 6.08 2.58
H: 1.09 7.21 2.08


Record 7
Computed, not measured: C11H10N2O in the gas phase, with ωB97M-V/def2-TZVPD.

Properties
Kohn-Sham gap = 8.76 eV
Spin multiplicity = 1
Strongest force on any atom = 0.10542 hartree/bohr
HOMO energy = -0.305 Eh
Energy = -609.7613 hartree
ΔE to the lowest compared entry with this formula, charge and spin = 398.72 kJ/mol

Atoms and positions in Å:
C: -2.58 -2.21 -1.51
C: 0.97 0.87 2.44
C: 1.97 1.35 1.60
C: -0.20 0.20 2.00
C: 1.68 1.29 0.23
C: -0.39 0.12 0.57
C: 0.54 0.74 -0.29
C: -0.07 -1.48 -2.29
C: -1.70 -0.46 0.03
C: 0.30 0.79 -1.79
C: -1.51 -1.85 -0.66
N: -3.39 -2.35 -2.32
N: 0.52 -0.40 -2.46
O: -0.99 -2.88 0.11
H: 1.09 0.93 3.51
H: 2.83 1.92 1.82
H: -0.95 -0.08 2.64
H: 2.38 1.65 -0.54
H: 0.17 -2.43 -2.61
H: -2.28 -0.66 0.92
H: -2.12 0.24 -0.85
H: -0.84 0.92 -1.77
H: 0.97 1.45 -2.42
H: -0.10 -2.88 0.42


Record 8
Computed, not measured: C3H8ClN2O2P in the gas phase, with ωB97M-V/def2-TZVPD.

Properties
Kohn-Sham gap = 10.34 eV
Spin multiplicity = 1
Strongest force on any atom = 0.10529 hartree/bohr
SMILES = C=C[C@H](Cl)OP(N)(N)=O
HOMO energy = -0.366 Eh
Energy = -1180.6715 hartree
ΔE to the lowest compared entry with this formula, charge and spin = 55.49 kJ/mol

Atoms and positions in Å:
C: -1.85 -0.16 -2.87
C: -0.96 -0.72 -2.03
C: -0.15 0.08 -1.11
Cl: 1.58 -0.04 -1.63
O: -0.23 -0.60 0.45
P: 0.59 0.37 1.53
N: -0.14 0.14 3.15
N: 2.14 -0.35 1.56
O: 0.54 1.79 1.08
H: -2.51 -0.84 -3.54
H: -2.23 0.84 -2.74
H: -0.70 -1.74 -2.17
H: -0.23 1.11 -1.12
H: -0.50 1.03 3.39
H: -0.47 -0.68 3.56
H: 2.33 -0.41 0.48
H: 2.80 0.17 2.01